Record 1
Entry from the Open Molecules 2025 dataset: C20H57BF4N6O12PS2 as an isolated structure in a non-equilibrium geometry (wB97M-V/def2-TZVPD).

```
103
Properties=species:S:1:pos:R:3:forces:R:3:lowdin_charge:R:1
N -3.112780 -3.004515 -5.336951 0.68 -0.20 -1.06 0.355
H -2.344301 -3.269038 -4.737314 0.16 0.47 1.22 0.160
H -3.048023 -3.710840 -6.055980 -0.78 -0.55 -0.50 0.155
H -2.910600 -2.140379 -5.819131 0.25 0.76 0.11 0.160
H -4.029491 -2.936729 -4.918467 -0.28 -0.29 0.50 0.164
N 0.288063 7.575355 -4.018753 0.02 -0.49 0.38 0.357
H -0.210165 6.850581 -3.522182 -0.57 -0.60 0.30 0.159
H 0.964439 7.110118 -4.607114 0.37 -0.03 -0.43 0.158
H 0.761828 8.119317 -3.311822 0.30 0.57 0.17 0.159
H -0.365404 8.124257 -4.558917 -0.26 0.39 -0.28 0.163
N -7.243316 0.543264 1.269906 0.22 -0.16 -0.50 0.356
H -8.047420 0.268560 0.723968 -0.24 -0.11 -0.68 0.160
H -6.455288 0.832082 0.708033 0.22 0.46 -0.86 0.159
H -6.884105 -0.285341 1.722102 -0.15 -0.31 1.16 0.162
H -7.535527 1.325507 1.838078 0.10 0.00 0.87 0.160
N 3.743451 -4.372465 -5.534310 0.48 2.08 0.39 0.350
H 3.873288 -3.904043 -4.648972 -0.74 -0.20 1.42 0.162
H 3.778839 -5.376665 -5.432109 0.14 -0.40 -0.35 0.168
H 4.501112 -3.879113 -5.984474 1.01 -0.96 -1.09 0.156
H 2.935712 -3.956466 -5.975426 -0.91 -0.51 -0.01 0.156
N -4.733719 6.201955 1.347138 -0.20 -0.24 -1.00 0.358
H -4.963246 5.792930 2.241630 -0.03 0.41 0.56 0.157
H -5.555350 6.384900 0.788971 -0.98 -0.01 -0.30 0.157
H -4.215647 5.512333 0.821673 0.68 -0.41 -0.40 0.159
H -4.238321 7.082067 1.337678 0.52 0.29 0.64 0.161
N 7.169316 2.281358 -6.117865 -1.39 -0.51 0.97 0.354
H 6.889871 2.099839 -7.071307 0.57 0.06 -0.67 0.162
H 7.966176 1.774726 -5.759494 1.01 0.21 -0.44 0.164
H 6.422564 1.886201 -5.564411 -0.84 -0.33 0.45 0.155
H 7.120305 3.259324 -5.870289 0.69 0.75 -0.17 0.164
C -0.991118 0.020273 -1.016320 -0.22 4.10 2.33 -0.059
C 0.245702 -0.260224 -1.582484 -1.71 -3.83 -0.95 -0.386
C 1.300927 0.798671 -1.935527 2.14 -0.78 -1.83 -0.438
O 2.400462 0.519461 -2.560095 -1.29 -0.73 0.84 -0.171
C 0.955694 2.093646 -1.730969 -2.21 0.69 1.30 -0.051
C -0.320233 2.492507 -1.110104 3.16 -5.40 0.27 -0.416
C -1.233928 1.340292 -0.401048 1.72 -1.60 -4.11 -0.396
O -2.180842 1.631643 0.280502 -1.78 0.99 1.80 -0.045
O -0.608478 3.623516 -1.084251 -2.45 5.56 0.45 0.006
O 0.274080 -1.514647 -1.920418 2.05 1.37 -0.62 -0.168
H -1.705734 -0.742457 -0.744351 0.21 -0.38 -0.10 0.074
H 1.610701 2.899562 -2.027393 0.10 0.06 -0.12 0.077
B -6.690847 6.230110 -3.185377 0.42 1.17 1.46 -1.460
F -7.161628 6.552980 -4.368149 -2.01 0.66 -2.88 0.201
F -5.326456 6.294068 -3.310197 2.61 0.05 0.63 0.096
F -7.117425 7.166393 -2.192585 0.08 0.18 0.54 0.039
F -7.041646 4.992354 -2.764344 -0.73 -2.22 0.81 0.129
C 9.989809 8.881318 -2.078342 1.99 -0.41 -0.98 -0.241
C 9.511523 7.701556 -1.207759 -0.51 -0.09 0.90 -0.192
C 8.005064 7.498642 -1.446044 -0.16 -0.83 0.21 -0.252
S 7.696952 8.094811 -3.080855 0.24 2.81 -0.78 0.699
O 6.353596 8.653570 -3.224989 0.60 -1.05 0.03 -0.368
O 8.216544 7.195577 -4.123791 -0.49 0.63 1.44 -0.352
C 8.877394 9.565610 -2.777749 -2.33 -1.11 -0.56 -0.191
H 10.628878 8.417776 -2.829886 0.17 0.19 -0.16 0.114
H 10.628788 9.614748 -1.586529 -0.12 -0.23 0.40 0.123
H 9.679742 7.899413 -0.149142 -0.21 0.18 0.02 0.115
H 10.066783 6.777308 -1.367579 0.01 0.18 -0.48 0.114
H 7.404981 8.083061 -0.748584 -0.06 0.21 -0.30 0.112
H 7.605915 6.484686 -1.420183 0.39 -0.18 0.20 0.104
H 8.359775 10.260493 -2.116464 -0.40 -0.21 0.01 0.107
H 8.934575 10.061109 -3.746931 0.83 -0.20 0.05 0.109
C 3.433917 -2.095982 3.528701 0.18 -0.50 0.39 -0.210
C 2.987853 -3.520542 3.978309 0.32 -1.13 -0.50 -0.212
C 3.225710 -4.520425 2.769468 0.30 3.67 -0.18 -0.188
S 4.861817 -3.917446 2.100162 -0.27 -4.63 0.24 0.732
O 4.781206 -4.228338 0.642537 0.48 1.70 1.98 -0.396
O 5.906102 -4.653309 2.857869 -1.05 1.93 -1.03 -0.369
C 4.727510 -2.136366 2.663549 -0.93 -1.96 -0.45 -0.172
H 3.590867 -1.596411 4.484681 0.31 0.43 -0.28 0.109
H 2.638368 -1.552119 3.019368 0.05 -0.22 -0.18 0.113
H 1.940439 -3.496700 4.279072 -0.01 -0.04 -0.16 0.106
H 3.550011 -3.785857 4.873681 0.13 -0.24 -0.12 0.106
H 2.619047 -4.010125 2.021377 -0.50 -0.54 -0.43 0.081
H 3.048994 -5.593893 2.702053 0.52 0.20 0.61 0.105
H 4.591497 -1.698919 1.674489 0.48 0.84 0.42 0.093
H 5.650431 -2.015578 3.230758 -0.04 0.48 -0.43 0.101
C -3.801192 -4.973625 7.436164 0.63 0.37 0.41 -0.067
C -4.738652 -5.370285 6.340835 -1.06 -0.28 4.47 -0.388
O -4.094500 -5.718346 5.201008 0.27 -0.14 -4.04 -0.138
P -5.112407 -5.543728 3.962692 -0.07 -1.45 -1.70 0.588
O -5.639623 -4.163249 3.823348 0.28 -1.50 -0.30 -0.255
O -4.298868 -6.093796 2.590963 -2.70 3.09 2.63 -0.182
C -3.555105 -7.255322 2.626666 0.38 -1.16 1.43 -0.366
C -3.254495 -7.635484 1.268233 -0.08 0.16 -2.85 -0.097
O -6.248814 -6.742525 4.270145 4.85 0.64 -2.30 -0.208
C -7.584515 -6.414325 4.164034 -2.81 0.37 1.03 -0.307
C -8.512049 -7.686057 3.907900 1.38 1.59 0.60 -0.032
H -3.156852 -4.145582 7.140735 0.19 -0.10 -0.03 0.084
H -4.411791 -4.607347 8.261452 0.05 -0.10 0.14 0.086
H -3.222905 -5.827727 7.788596 0.22 0.18 -0.04 0.085
H -5.191457 -6.274651 6.747256 -0.71 -0.04 -0.20 0.128
H -5.474726 -4.566388 6.347926 -0.18 -0.06 -1.15 0.122
H -2.657274 -7.041247 3.206482 -0.02 -0.59 0.32 0.131
H -4.174929 -8.094357 2.942817 0.23 0.06 1.27 0.128
H -2.523231 -8.441149 1.202896 -0.01 0.19 -0.15 0.095
H -4.185168 -7.918295 0.776330 -0.08 -0.63 0.07 0.085
H -3.025225 -6.757439 0.664437 0.96 0.04 0.06 0.082
H -7.540918 -5.921541 5.135307 -2.64 -0.07 0.54 0.110
H -7.899546 -5.613135 3.495487 0.79 -0.08 -0.68 0.103
H -9.514238 -7.420986 3.571086 -0.02 0.33 0.52 0.068
H -8.112964 -8.234720 3.054787 0.38 -0.27 0.34 0.071
H -8.514134 -8.233595 4.850397 -0.24 -0.48 -0.45 0.074
```
Positions in Å, forces in eV/Å.

Properties
multiplicity = 1
highest occupied orbital energy = -9.362 eV
molar mass = 755.6 Da
LUMO level = -6.8445 eV
net charge = +3
frontier orbital gap = 0.0925 Ha

---

Record 2
Entry from the Open Molecules 2025 dataset: C23H24N5O15PmS as an isolated structure in a non-equilibrium geometry (wB97M-V/def2-TZVPD).

```
69
Properties=species:S:1:pos:R:3:forces:R:3:lowdin_charge:R:1
Pm -0.813767 1.046241 0.002781 -2.18 0.58 -0.88 1.906
O -4.160526 -1.260128 0.384449 -0.48 1.71 -0.22 0.061
C -3.953392 -0.047643 0.303805 0.47 -1.54 0.04 -0.490
O -2.802169 0.430649 0.756925 -0.40 0.53 -0.20 -0.254
C -4.996473 0.932863 -0.358389 1.25 -1.15 -0.26 -0.063
C -5.634876 0.183182 -1.594398 0.98 0.58 -0.43 -0.185
C -6.953234 0.854144 -1.869245 -1.32 -0.29 -1.07 -0.144
C -6.547667 2.260992 -2.334724 0.87 -0.26 0.00 -0.101
C -4.981930 2.089609 -2.480460 -0.44 0.09 1.04 -0.243
O -4.791276 0.696316 -2.751577 -1.37 -0.26 1.36 -0.056
C -4.432316 2.230521 -1.027058 0.26 -0.27 -0.38 -0.116
C -2.908050 2.355540 -0.987753 -0.33 0.08 -1.31 -0.649
O -2.251406 1.593888 -1.807910 0.36 -0.01 1.30 -0.137
O -2.313272 3.150483 -0.230823 0.13 -0.50 0.33 -0.050
H -5.713293 1.203765 0.432934 0.08 -0.30 -0.39 0.161
H -5.619688 -0.929026 -1.516244 0.18 1.07 -0.22 0.162
H -7.672366 0.809343 -1.041125 0.41 0.21 0.04 0.121
H -7.489739 0.412899 -2.723951 0.36 -0.40 0.33 0.117
H -6.880342 3.000148 -1.620551 0.38 0.46 0.24 0.105
H -6.987951 2.532483 -3.278052 -0.22 -0.07 -0.44 0.101
H -4.499563 2.776733 -3.204821 -0.23 -0.78 0.27 0.167
H -4.903983 3.087074 -0.589334 0.17 0.60 0.49 0.137
O 0.484181 -3.199659 0.149070 0.25 0.82 0.39 0.089
C 0.246869 -2.056805 0.499107 -0.16 -1.25 0.71 -0.579
O -0.136174 -1.080443 -0.247174 0.37 0.26 -0.08 -0.201
C 0.407304 -1.618765 1.992694 -0.77 -0.84 0.48 -0.060
C 1.307832 -2.170861 2.915755 0.36 1.61 -1.05 0.109
C 1.495650 -1.438748 4.090027 0.66 -1.13 0.10 -0.127
C 0.880065 -0.274795 4.471353 -1.21 1.19 -0.06 0.099
C 0.053851 0.239772 3.479388 -0.73 -0.72 -0.15 -0.112
C -0.407600 -0.567528 2.432699 0.61 -0.09 -0.59 0.011
N -0.182850 1.656402 3.372218 -0.92 2.95 -0.69 -0.218
O 0.064733 2.400518 4.305466 -0.53 -1.38 -1.64 0.168
O -0.538837 2.133201 2.191071 0.87 -1.44 3.41 -0.114
N 2.610067 -1.749510 4.969981 1.25 -0.30 2.13 -0.290
O 3.250551 -2.807487 4.812470 -1.26 2.53 0.47 0.096
O 2.794298 -0.853395 5.844194 0.86 -2.96 -1.56 0.047
H 1.983021 -2.949188 2.588842 -0.05 -0.21 0.38 0.136
H 0.974723 0.156232 5.498335 0.38 -0.05 -1.58 0.168
H -1.408574 -0.482653 1.966221 0.54 0.83 -0.18 0.115
C 4.303798 -4.919214 -1.583141 0.24 -0.60 0.50 -0.118
C 3.567351 -3.680132 -1.005069 0.36 0.09 -0.76 -0.284
S 4.564130 -2.202075 -1.396067 0.17 -1.88 -0.11 0.624
O 4.557182 -1.965739 -2.817600 -0.29 0.30 -0.04 -0.310
O 5.850469 -2.337308 -0.751031 -0.55 0.50 0.16 -0.300
C 3.530667 -1.003833 -0.623483 -0.58 0.79 0.88 -0.228
C 3.927607 0.441743 -0.915286 0.85 0.51 0.60 -0.126
N 2.788675 1.358122 -0.682876 -0.36 1.14 -1.45 0.055
C 1.776890 1.624452 -1.586492 0.83 0.73 0.57 -0.320
N 0.935241 2.586216 -1.112412 1.11 -1.42 0.38 0.025
C 1.401420 2.929427 0.142662 2.20 0.61 -0.72 -0.093
C 2.641175 2.296942 0.332053 -0.72 -1.15 0.09 -0.108
N 3.566643 2.343691 1.448439 -0.19 0.75 3.31 -0.271
O 3.154472 3.080400 2.386949 0.87 -1.36 -2.20 0.075
O 4.614125 1.671751 1.550112 -2.08 1.27 -0.81 0.074
C 1.669479 0.983918 -2.941518 -0.54 -2.45 0.79 0.034
H 4.900296 -5.370160 -0.775142 -0.31 -0.06 -0.29 0.076
H 5.052846 -4.677171 -2.352172 -0.51 0.17 0.03 0.073
H 3.605198 -5.693715 -1.998723 0.56 0.89 0.49 0.093
H 3.489551 -3.691635 0.121931 -0.32 -0.10 -1.36 0.113
H 2.614672 -3.547167 -1.574770 0.51 0.08 1.03 0.107
H 3.589799 -1.196668 0.479164 -0.13 0.15 -0.86 0.129
H 2.494830 -1.192677 -0.965810 0.51 -0.11 0.08 0.100
H 4.435880 0.648461 -1.862747 -0.81 -0.35 -0.31 0.143
H 4.685292 0.761336 -0.202617 -0.15 -0.28 -0.03 0.105
H 0.972624 3.744421 0.725262 0.05 -0.45 -0.14 0.138
H 1.492600 1.677027 -3.736220 -0.13 0.62 -0.22 0.086
H 0.756875 0.324067 -2.845551 0.68 0.57 -0.52 0.107
H 2.488363 0.259168 -3.254062 -0.71 1.15 0.78 0.110
```
Positions in Å, forces in eV/Å.

Properties
multiplicity = 5
highest occupied orbital energy (alpha / beta) = -9.468 / -9.469 eV
molar mass = 787.5 Da
LUMO level (alpha / beta) = -3.0454 / -3.0407 eV
relative energy (zero: lowest compared OMol25 entry of this formula, charge and spin) = 22.5 kJ/mol
net charge = 0
frontier orbital gap (alpha / beta) = 0.2360 / 0.2362 Ha

---

Record 3
Entry from the Open Molecules 2025 dataset: an isolated molecule of C18H19BrN2O2 in a non-equilibrium geometry (wB97M-V/def2-TZVPD).

```
42
Properties=species:S:1:pos:R:3:forces:R:3:lowdin_charge:R:1
O 0.867378 -4.091691 0.489757 0.44 -0.28 0.05 0.087
Br 2.813669 5.100098 0.397911 -0.57 -0.32 -0.03 0.721
N -3.780530 -0.893204 1.032663 -0.67 0.51 0.22 0.071
O 0.304616 -1.230456 2.415691 -0.13 0.14 -0.55 -0.041
C 0.671628 -2.991683 0.949464 -0.91 -0.03 -1.12 -0.428
C -4.091490 0.399516 0.789968 0.61 -1.20 0.13 -0.109
C -2.503687 -1.220380 1.163020 -0.04 1.26 -0.85 -0.056
C 0.451924 3.690946 -0.587971 0.49 0.16 1.18 -0.091
C 0.996157 3.304193 1.695655 1.81 0.42 1.76 -0.132
C -0.641210 2.816769 -0.489467 1.42 0.76 -0.29 -0.011
C 0.018647 2.342443 1.771799 -0.02 0.68 -0.46 -0.017
C -3.100015 1.341944 0.647867 -2.07 0.87 -0.20 -0.024
C 1.293777 3.946543 0.524137 -1.08 -0.25 -1.41 -0.670
C -0.807298 2.105876 0.684088 0.52 -0.25 0.28 -0.206
C -1.783240 1.036341 0.790481 0.34 -1.02 -0.14 -0.150
C -1.448169 -0.298253 1.001542 -0.98 -0.13 0.80 -0.072
N 0.121324 -1.945630 0.238484 0.35 -0.50 1.12 0.003
C 0.891734 -2.531455 2.363322 0.75 0.79 -0.58 -0.067
C -0.050562 -0.785720 1.074958 0.79 -0.41 0.25 -0.251
C 2.023612 -0.274431 -1.499386 0.05 0.37 -0.27 -0.079
C 1.359631 -1.812362 -3.374949 -0.49 0.03 0.27 -0.075
C 0.048323 -1.881069 -1.204984 0.66 -0.16 -0.19 -0.107
C 1.451471 -1.643705 -1.822731 -0.30 -0.47 -1.39 -0.379
H -5.147022 0.662504 0.711038 0.27 -0.16 -0.02 0.110
H -2.322839 -2.263937 1.293677 0.34 -0.56 0.23 0.120
H 0.708241 4.180235 -1.494109 -0.10 0.30 -0.80 0.087
H 1.637348 3.514236 2.587744 -0.68 -0.28 -0.82 0.122
H -1.233203 2.646595 -1.380954 -0.14 -0.11 0.19 0.125
H -0.083518 1.827108 2.697094 -0.31 -0.51 0.46 0.125
H -3.420355 2.353180 0.436126 0.20 0.19 0.05 0.122
H 0.452381 -3.196614 3.079356 -0.48 -0.29 0.36 0.126
H 1.987103 -2.523228 2.559119 -0.51 0.24 -0.09 0.144
H 0.644797 -0.023635 0.727437 0.03 0.32 0.36 0.130
H 2.351678 -0.227507 -0.460215 -0.03 0.25 -0.03 0.075
H 2.890273 -0.093543 -2.142446 0.09 -0.07 0.24 0.078
H 1.331057 0.555919 -1.733366 0.05 -0.38 0.31 0.086
H 1.209079 -2.844045 -3.698437 -0.10 -0.10 0.32 0.073
H 0.507712 -1.242915 -3.796377 0.44 -0.04 0.23 0.084
H 2.274469 -1.493044 -3.871891 0.03 0.21 0.09 0.068
H -0.667697 -1.113340 -1.530459 0.32 0.19 0.34 0.137
H -0.402759 -2.798280 -1.568796 0.24 -0.40 -0.01 0.130
H 2.175567 -2.404323 -1.465861 -0.60 0.22 0.04 0.141
```
Positions in Å, forces in eV/Å.

Properties
multiplicity = 1
highest occupied orbital energy = -9.226 eV
molar mass = 375.3 Da
LUMO level = 0.3920 eV
relative energy (zero: lowest compared OMol25 entry of this formula, charge and spin) = 166.5 kJ/mol
net charge = 0
frontier orbital gap = 0.3534 Ha
SMILES = CC(C)CN1C(=O)CO[C@@H]1c1cnccc1-c1ccc(Br)cc1

---

no.,DFT total energy (eV)
1,-97652.2497
2,-89785.6449
3,-96092.0628